Record 1
{
  "formula": "C10H8NO",
  "method": "the ωB97M-V functional and the def2-TZVPD basis",
  "homo_energy_ev": [-2.54, -2.53],
  "charge": -1,
  "de_lowest_ev": 0.0000,
  "gap_ha": [0.2294, 0.2285],
  "e_tot_ev": -14032.6538,
  "lumo_ev": [3.71, 3.68],
  "elements": ["C", "C", "C", "C", "C", "C", "C", "C", "C", "C", "N", "O", "H", "H", "H", "H", "H", "H", "H", "H"],
  "xyz": [[2.780, -0.509, -1.047], [2.209, -1.387, -2.018], [1.972, 0.089, -0.206], [0.851, -1.423, -2.231], [0.582, -0.152, -0.157], [-0.075, -0.901, -1.220], [-0.207, 0.561, 0.720], [-1.573, 0.772, 0.440], [-2.466, 1.070, 1.341], [-3.352, 0.986, 2.273], [-1.346, -1.332, -1.181], [-1.943, -1.845, -2.210], [3.816, -0.155, -0.950], [3.008, -1.839, -2.657], [2.491, 0.841, 0.460], [0.620, -1.941, -3.089], [0.266, 0.928, 1.532], [-1.869, 0.695, -0.524], [-3.913, 0.128, 2.477], [-3.551, 1.794, 2.906]],
  "mulliken_charge": [-0.149, -0.618, -0.652, -0.432, 0.933, 0.079, -0.609, -0.163, -0.195, -0.946, -0.305, -0.602, 0.297, 0.253, 0.179, 0.497, 0.505, 0.385, 0.292, 0.251]
}

=====

Record 2
{
  "formula": "C34H34IN7OSr",
  "method": "the ωB97M-V functional and the def2-TZVPD basis",
  "homo_energy_ev": -5.10,
  "charge": 0,
  "de_lowest_ev": 5.3754,
  "gap_ha": 0.1912,
  "e_tot_ev": -57223.2582,
  "lumo_ev": 0.10,
  "elements": ["Sr", "C", "C", "C", "C", "C", "C", "C", "N", "N", "C", "C", "C", "C", "C", "C", "N", "C", "C", "C", "C", "C", "C", "N", "H", "H", "H", "H", "H", "H", "H", "H", "H", "H", "H", "H", "H", "H", "H", "H", "H", "H", "H", "H", "C", "C", "N", "N", "C", "O", "C", "C", "C", "C", "C", "C", "C", "C", "C", "C", "C", "N", "H", "H", "H", "H", "H", "H", "H", "H", "H", "H", "H", "H", "I", "C", "H", "H"],
  "xyz": [[-0.293, 0.096, 0.346], [-1.140, -0.813, 3.121], [-0.829, -2.271, 2.813], [0.407, -2.614, 2.026], [0.943, -3.891, 2.205], [2.031, -4.287, 1.453], [2.567, -3.390, 0.539], [1.995, -2.134, 0.449], [0.946, -1.755, 1.175], [-1.696, 0.003, 2.062], [-2.873, -0.540, 1.432], [-2.667, -1.659, 0.454], [-3.761, -2.427, 0.058], [-3.569, -3.420, -0.884], [-2.295, -3.620, -1.400], [-1.277, -2.807, -0.945], [-1.466, -1.858, -0.046], [-1.998, 1.319, 2.584], [-1.995, 2.399, 1.539], [-2.751, 3.556, 1.697], [-2.619, 4.571, 0.764], [-1.754, 4.387, -0.308], [-1.067, 3.191, -0.402], [-1.178, 2.233, 0.510], [-0.219, -0.336, 3.457], [-1.830, -0.825, 3.985], [-1.685, -2.736, 2.316], [-0.729, -2.772, 3.779], [0.506, -4.560, 2.933], [2.452, -5.274, 1.577], [3.407, -3.658, -0.081], [2.368, -1.385, -0.239], [-3.340, 0.271, 0.862], [-3.612, -0.863, 2.190], [-4.733, -2.245, 0.494], [-4.405, -4.013, -1.225], [-2.104, -4.384, -2.136], [-0.265, -2.891, -1.321], [-1.226, 1.594, 3.310], [-2.959, 1.333, 3.130], [-3.423, 3.659, 2.536], [-3.181, 5.487, 0.870], [-1.625, 5.153, -1.055], [-0.400, 2.959, -1.223], [2.923, 2.580, -2.031], [2.276, 1.929, -0.831], [1.512, 0.853, -0.961], [1.425, 0.317, -2.229], [0.239, -0.142, -2.523], [-0.790, 0.010, -1.760], [0.106, -0.900, -3.789], [-1.110, -1.509, -4.101], [-1.245, -2.271, -5.247], [-0.182, -2.403, -6.124], [1.028, -1.792, -5.830], [1.177, -1.057, -4.670], [2.467, 2.474, 0.441], [3.103, 3.698, 0.714], [2.992, 4.304, 1.935], [2.077, 3.738, 2.868], [1.512, 2.543, 2.625], [1.969, 1.685, 1.571], [2.707, 1.964, -2.899], [4.000, 2.665, -1.897], [2.516, 3.576, -2.190], [-1.941, -1.375, -3.424], [-2.185, -2.764, -5.460], [-0.288, -2.985, -7.028], [1.863, -1.901, -6.506], [2.121, -0.592, -4.428], [3.627, 4.195, -0.087], [3.482, 5.240, 2.157], [1.773, 4.322, 3.726], [0.748, 2.130, 3.270], [2.799, -0.306, 3.724], [3.159, 0.982, 2.003], [3.549, 0.342, 1.214], [3.932, 1.664, 2.367]],
  "mulliken_charge": [2.803, -1.143, -0.971, 0.768, -1.148, -0.719, -1.199, -0.732, 1.304, 0.115, -0.726, 0.101, -1.327, -0.615, -1.045, -0.716, 1.648, -1.530, 0.602, -1.099, -0.499, -1.001, -0.701, 0.446, 0.156, 0.521, 0.303, 0.686, 0.529, 0.414, 0.530, 0.442, 0.534, 0.484, 0.543, 0.442, 0.522, 0.479, 0.632, 0.398, 0.507, 0.435, 0.475, 0.426, -2.191, -0.580, 1.764, -1.669, 0.135, -1.281, 0.647, -0.250, -0.858, -0.360, -0.717, -0.370, 0.703, -0.652, -1.221, -0.661, -0.207, 1.259, 0.410, 0.413, 0.372, 0.520, 0.407, 0.386, 0.394, 0.432, 0.452, 0.378, 0.467, 0.099, -0.113, -1.324, 0.503, 0.638]
}

=====

Record 3
{
  "formula": "C33H51NO2S8SbSi3Tc",
  "method": "the ωB97M-V functional and the def2-TZVPD basis",
  "homo_energy_ev": -13.34,
  "charge": 2,
  "de_lowest_ev": 0.3181,
  "gap_ha": 0.2317,
  "e_tot_ev": -159672.7318,
  "lumo_ev": -7.04,
  "elements": ["Tc", "C", "Si", "C", "C", "C", "Si", "C", "C", "C", "Si", "C", "C", "C", "C", "C", "C", "C", "N", "H", "H", "H", "H", "H", "H", "H", "H", "H", "H", "H", "H", "H", "H", "H", "H", "H", "H", "H", "H", "H", "H", "H", "H", "H", "H", "H", "H", "S", "Sb", "S", "S", "S", "C", "C", "C", "S", "O", "C", "C", "C", "H", "H", "H", "H", "H", "H", "H", "H", "H", "H", "H", "H", "H", "H", "O", "C", "C", "C", "C", "C", "S", "C", "C", "C", "C", "S", "C", "C", "C", "C", "S", "H", "H", "H", "H", "H", "H", "H", "H", "H"],
  "xyz": [[0.199, -0.031, -0.526], [0.656, 5.217, 1.651], [0.260, 3.789, 2.795], [-1.563, 3.708, 3.157], [1.247, 4.013, 4.376], [0.896, 2.081, 2.149], [0.175, 0.489, 3.012], [0.301, 0.744, 4.859], [1.191, -1.017, 2.539], [-1.623, 0.148, 2.687], [2.759, 1.992, 1.838], [3.573, 1.359, 3.418], [3.545, 3.633, 1.466], [3.258, 0.800, 0.439], [4.647, 0.765, 0.323], [5.269, 0.261, -0.804], [4.460, -0.187, -1.832], [3.095, -0.183, -1.637], [2.485, 0.232, -0.515], [-0.223, 5.859, 1.561], [0.954, 4.939, 0.639], [1.462, 5.817, 2.075], [-1.918, 4.714, 3.394], [-1.783, 3.070, 4.015], [-2.146, 3.351, 2.309], [0.980, 5.000, 4.767], [2.322, 4.023, 4.190], [1.032, 3.283, 5.154], [1.307, 0.931, 5.226], [-0.033, -0.203, 5.298], [-0.359, 1.527, 5.232], [2.101, -1.071, 3.139], [1.495, -1.077, 1.487], [0.600, -1.909, 2.762], [-2.252, 1.011, 2.905], [-1.898, -0.648, 3.387], [-1.873, -0.207, 1.692], [2.870, 1.185, 4.227], [4.289, 2.105, 3.772], [4.120, 0.428, 3.252], [3.295, 4.362, 2.235], [3.301, 4.049, 0.494], [4.629, 3.491, 1.501], [5.252, 1.194, 1.112], [6.347, 0.271, -0.898], [4.866, -0.533, -2.773], [2.441, -0.531, -2.422], [2.667, 3.508, -2.302], [0.543, 3.348, -1.737], [0.139, 0.894, -2.514], [0.253, 1.981, 0.450], [-1.257, 4.526, -2.155], [0.900, -2.906, -4.593], [1.879, -3.892, -3.965], [2.642, -3.320, -2.779], [1.800, -2.973, -1.215], [0.747, -1.864, -1.461], [0.852, -4.489, -0.963], [-0.500, -4.549, -1.659], [-1.312, -5.725, -1.129], [0.363, -3.375, -5.417], [1.429, -2.039, -4.997], [0.171, -2.542, -3.867], [2.637, -4.175, -4.699], [1.383, -4.821, -3.688], [3.110, -2.374, -3.045], [3.448, -3.983, -2.449], [0.733, -4.556, 0.120], [1.525, -5.295, -1.269], [-0.379, -4.635, -2.737], [-1.022, -3.612, -1.475], [-0.780, -6.668, -1.254], [-2.259, -5.809, -1.662], [-1.533, -5.602, -0.066], [-1.592, -0.412, -0.367], [-2.881, -0.396, -1.075], [-2.582, -0.650, -2.530], [-2.719, -1.698, -3.357], [-2.252, -1.432, -4.705], [-1.766, -0.191, -4.877], [-1.963, 0.743, -3.428], [-3.555, 0.961, -0.987], [-3.247, 2.032, -0.212], [-4.116, 3.139, -0.427], [-5.063, 2.877, -1.364], [-4.919, 1.293, -1.991], [-3.732, -1.437, -0.391], [-4.839, -1.194, 0.369], [-5.385, -2.368, 0.954], [-4.678, -3.482, 0.633], [-3.348, -3.116, -0.374], [-3.156, -2.640, -3.058], [-2.320, -2.154, -5.507], [-1.377, 0.271, -5.771], [-2.431, 2.030, 0.486], [-4.031, 4.087, 0.083], [-5.846, 3.526, -1.723], [-5.254, -0.208, 0.517], [-6.268, -2.377, 1.576], [-4.870, -4.503, 0.924]],
  "mulliken_charge": [0.655, -0.842, 0.508, -0.911, -1.036, 1.103, 0.278, -1.326, -0.612, -0.165, 0.178, -1.245, -1.035, 0.373, -0.986, -1.074, -1.475, -1.264, 1.992, 0.396, -0.024, 0.415, 0.491, 0.272, 0.100, 0.485, 0.292, 0.317, 0.368, 0.386, 0.338, 0.349, -0.043, 0.537, 0.252, 0.609, -0.624, 0.137, 0.485, 0.460, 0.354, 0.184, 0.396, 0.548, 0.478, 0.541, 1.349, -0.402, 0.724, -0.476, -1.228, -0.402, -0.672, -0.829, -0.490, 0.602, -0.080, -1.221, 1.622, -1.782, 0.458, 0.397, -0.296, 0.500, 0.288, 0.033, 0.601, 0.595, 0.633, -0.041, -0.967, 0.457, 0.408, 0.368, 0.299, 3.353, -0.868, -0.048, -0.875, -0.683, 0.106, -1.129, 0.324, -0.493, -0.736, -0.027, -1.098, -0.627, -0.892, -0.666, 0.223, 0.693, 0.560, 0.573, -0.288, 0.497, 0.504, 0.565, 0.481, 0.491]
}